Entry 1:
Formula: C12H36N12O24
Source: OMol25
Level of theory: ωB97M-V/def2-TZVPD

XYZ file:
```
84
C12H36N12O24 (ωB97M-V/def2-TZVPD)
N 3.370 2.026 1.374
H 0.099 -1.531 -3.430
H 0.108 -3.917 2.028
O 0.850 0.498 1.906
O 1.998 -0.485 -0.385
H 0.787 -2.169 1.494
H -2.011 -0.525 -1.281
H -1.247 -0.306 -0.296
C 3.515 -1.616 0.723
H 1.656 3.163 0.664
H -0.158 1.704 -1.623
H -1.446 2.010 -2.830
H 2.970 2.855 -0.483
O 2.767 2.999 1.811
H -2.253 3.287 -0.380
H 4.114 -2.028 -0.089
O 0.549 4.374 -2.032
H 2.678 -2.273 0.961
H -1.508 2.776 -1.159
H 4.470 1.792 -0.532
N 4.369 -1.533 1.889
H -3.990 3.529 0.119
H 0.683 -0.296 -4.631
N -0.360 3.735 -2.557
H -0.847 1.270 1.123
O -3.110 -2.073 -2.922
C 1.134 -1.807 2.462
N -0.764 0.408 -3.423
O -1.825 -2.254 0.593
H -2.661 2.927 1.192
H 0.216 -3.825 -2.647
O -4.354 1.223 -0.753
H -1.362 -3.978 3.090
N -0.894 1.574 3.162
H -0.225 -1.674 0.149
O -4.783 -2.097 -1.464
O 0.641 1.223 -0.102
N 0.880 0.055 -0.361
H -0.736 -2.384 2.661
O 5.412 -1.023 1.711
C -0.178 -0.781 -4.171
O 0.175 -5.044 -0.366
C 3.471 1.955 -0.127
H 1.873 -2.524 2.819
H 2.798 1.119 -0.316
O 2.784 -0.080 2.738
O -0.922 4.153 -3.550
C -2.988 -0.826 -0.903
O 4.065 1.216 2.015
N 1.642 -0.384 2.375
N -3.638 -1.781 -1.817
H -3.711 -0.014 -0.987
H 0.317 2.263 -0.271
N -3.325 1.493 -0.122
C -3.098 2.907 0.194
H 1.758 -4.478 -2.144
H 1.686 -2.730 -2.223
N -0.261 4.075 0.774
H -0.971 -1.136 -4.829
O 4.082 -2.035 2.945
C -0.814 -3.420 2.331
O -2.163 -4.391 0.545
C -1.349 0.877 2.007
H -0.346 -1.228 -1.583
N -1.655 -3.353 1.089
C 1.092 -3.623 -2.031
H 0.227 2.317 1.469
H 3.158 -0.609 0.510
H -2.402 1.159 1.986
O -1.308 1.285 -4.089
O -0.938 2.782 3.167
O -0.633 0.439 -2.200
O 0.300 4.904 1.527
H -2.856 -1.220 0.105
O -2.500 0.587 0.241
C -0.892 2.423 -1.986
O -1.327 4.061 0.188
C -0.342 -0.854 -0.559
O -0.438 0.953 4.056
C 0.614 2.848 0.599
N 0.630 -3.929 -0.678
H -1.396 -0.185 2.251
H 0.286 -1.833 3.147
O 0.765 -2.992 0.141
```

The calculation puts the LUMO energy at -2.191 eV. As for the HOMO energy: -9.408 eV.

***

Entry 2:
Formula: C12H36O6
Source: OMol25
Level of theory: ωB97M-V/def2-TZVPD

XYZ file:
```
54
C12H36O6 (ωB97M-V/def2-TZVPD)
H -0.256 4.562 4.754
C 0.118 3.990 -4.267
H -0.097 0.611 -1.648
H 0.584 5.514 2.301
C 1.400 5.176 2.937
C 2.682 -4.387 2.813
H 0.717 3.178 -4.690
H -1.216 -3.805 3.271
H 0.706 -4.056 2.004
C -0.514 0.885 0.273
H 1.054 5.852 -4.926
H 0.268 1.513 0.709
H -1.362 -1.141 0.225
H 1.712 5.977 3.610
O -1.206 3.512 -4.029
C -2.287 -3.742 3.107
H -0.052 -2.067 -3.639
H -2.701 -5.735 2.192
H 3.716 -4.193 2.492
H -2.783 -3.251 3.948
H 3.144 -6.252 3.227
C -0.378 -0.039 -4.284
H -0.724 5.870 -4.813
H 0.560 4.235 -3.291
H 0.224 -1.839 -5.331
H -2.665 -2.037 2.167
H 1.796 3.655 4.405
O -0.250 3.849 4.106
H 2.550 -3.955 3.815
H -1.089 2.695 -3.531
O 0.713 0.317 -3.418
H -0.173 0.432 -5.248
C 1.730 -3.736 1.800
O -2.504 -2.951 1.916
H -4.139 -4.994 2.752
H -1.499 -1.808 -4.628
H 0.073 5.078 -6.150
C -3.071 -5.046 2.954
O -0.679 1.183 -1.127
H -2.949 -5.522 3.935
C 0.148 5.270 -5.077
C -0.441 -0.598 0.447
H -1.274 0.354 -3.811
H 0.350 -1.071 -0.139
H 2.276 5.038 2.287
H 1.544 0.395 -3.888
H -0.334 -0.871 1.507
C -0.445 -1.559 -4.521
O 2.443 -5.773 2.780
H 1.955 -4.217 0.846
C 1.087 3.830 3.587
H 1.769 -2.652 1.761
H -1.447 1.273 0.698
H 1.215 3.057 2.832
```

The calculation puts the LUMO energy at 0.570 eV. As for the HOMO energy: -9.794 eV.

***

Entry 3:
Formula: C12H36O6
Source: OMol25
Level of theory: ωB97M-V/def2-TZVPD

XYZ file:
```
54
C12H36O6 (ωB97M-V/def2-TZVPD)
H -2.489 2.850 -3.643
H -2.375 -0.379 7.245
H -0.657 0.245 1.900
H 1.469 2.683 -8.325
H -3.753 -6.079 2.401
H 4.869 0.518 -0.316
C 2.213 2.164 -6.397
H 5.575 -0.699 -2.559
H 2.836 1.585 -8.444
H 0.770 -0.209 2.827
C -3.290 1.467 6.776
O 3.632 1.383 -1.708
O 2.564 0.984 -5.734
H -0.200 -4.980 3.829
O -1.100 -4.657 3.744
H -1.157 -5.598 1.954
H -3.585 -4.388 2.535
H 1.698 -1.299 0.821
H -2.894 -0.338 5.568
H -3.451 2.244 6.030
H -4.479 2.220 -1.924
O 0.421 -0.430 -0.495
O -2.880 1.934 8.012
H -1.593 0.272 -2.780
H -3.240 3.129 -1.157
H 6.747 0.551 -2.010
H 0.906 1.067 1.689
C 4.920 1.033 -1.275
H -3.595 2.463 8.372
H 1.394 2.690 -5.906
C -3.414 2.196 -1.693
C -2.437 0.255 6.360
C 5.739 0.364 -2.381
O -2.258 0.722 -3.306
H -3.705 -5.530 3.970
H -1.497 -6.650 3.154
C -2.371 2.117 -2.845
H 1.076 0.242 -0.696
H 3.076 2.829 -6.362
H -1.409 0.521 6.115
C 0.422 0.102 1.842
H 5.394 1.924 -0.864
C 0.676 -0.922 0.794
C 1.957 1.833 -7.848
C -1.731 -5.622 2.880
C -3.255 -5.317 3.000
H 2.752 1.116 -4.802
H 1.343 0.935 -7.924
H 5.735 0.912 -3.323
H -3.066 1.401 -1.033
H 3.510 2.289 -1.414
H -0.088 -1.684 0.948
H -4.306 1.078 6.844
H -1.419 2.464 -2.444
```

The calculation puts the LUMO energy at 0.353 eV. As for the HOMO energy: -9.963 eV.

***

Entry 4:
Formula: C12H37IO7PS5
Source: OMol25
Level of theory: ωB97M-V/def2-TZVPD

XYZ file:
```
63
C12H37IO7PS5 (ωB97M-V/def2-TZVPD)
H -2.249 -5.334 0.910
H 0.474 1.305 -2.243
C -3.024 -6.089 0.797
H 1.400 0.724 -6.113
H 2.415 -0.148 9.476
C -4.978 -7.148 -0.707
C 1.774 -0.017 -6.817
H -5.552 -7.124 -1.632
O -2.645 0.223 -0.121
H -4.683 -0.412 -1.955
H 0.096 2.809 8.928
H -2.589 -7.084 0.885
H -2.446 -1.346 -2.397
C 0.165 1.484 -1.212
C -4.845 -0.942 -1.017
C -2.443 -1.990 -1.518
H 3.831 -0.326 -8.177
H -5.489 -0.361 -0.360
H -0.402 1.186 9.473
C 3.145 3.855 1.997
S 1.308 1.137 7.802
H 2.535 4.444 4.683
H 5.109 0.628 -6.812
H -5.264 -1.935 -1.184
H 3.916 3.299 4.718
C 1.819 -0.391 8.597
O 0.830 3.031 2.989
S 2.282 2.711 3.070
H 0.652 0.768 -0.552
H 3.436 1.616 -7.436
H -1.190 3.883 -1.881
H -3.812 -5.931 1.532
H -0.915 1.410 -1.093
H 1.515 2.017 -7.953
H 2.420 -0.936 7.872
S -3.268 -1.127 -0.181
H 1.145 1.899 10.053
C 2.834 3.397 4.632
C 0.446 1.822 9.221
O 2.542 1.947 7.633
H -2.962 -2.931 -1.697
I 3.604 1.585 -4.343
H 2.364 2.829 5.430
H 4.219 3.733 2.146
H 2.825 4.868 2.243
H -4.504 -8.121 -0.589
P 3.721 0.300 -6.895
H -5.620 -6.913 0.141
O -4.433 -4.576 -0.824
H 0.938 -0.975 8.864
H -1.418 -2.167 -1.196
S 0.777 3.108 -0.771
H 2.895 3.607 0.964
C -0.120 3.974 -2.069
H 3.917 -0.901 -6.147
H 0.158 3.540 -3.030
H 0.183 5.019 -2.030
C 1.179 0.142 -8.158
O 0.820 -0.734 -8.914
O 1.076 1.440 -8.586
S -3.716 -5.880 -0.845
H 1.591 -1.019 -6.436
O 2.210 3.116 -1.168
```

The calculation puts the LUMO energy at 1.646 eV. Its charge is -1. As for the HOMO energy: -4.218 eV.

***

Frontier orbital gap per entry: 0.265; 0.381; 0.379; 0.216 hartree
DFT total energy per entry: -2939.4032; -930.1387; -930.1042; -3635.9289 a.u.